Formula: C7H7F3N2O
Source: the Open Molecules 2025 dataset
Level of theory: ωB97M-V with the def2-TZVPD basis set

Energy relative to the best compared isomer or geometry (same formula, charge and spin), kcal per mole: 40.4
⟨S²⟩: 2.05
LUMO (alpha / beta), eV: 0.933 / -2.021
Spin multiplicity: 3
E, eV: -20543.1468

Each line ends with the Mulliken spin population.
Positions of all 20 atoms, in Å:
C (0.447, 0.429, 2.543)  -0.103
C (1.858, 0.697, 2.438)  0.238
C (-0.343, 0.210, 1.451)  0.175
C (2.346, 0.848, 1.147)  -0.112
C (0.240, 0.220, 0.163)  -0.002
C (1.629, 0.533, 0.020)  0.197
C (-2.540, 0.079, -1.877)  0.000
N (-0.418, -0.014, -1.000)  0.585
N (0.506, -1.671, -1.708)  0.843
O (-1.768, -0.443, -0.814)  0.071
F (2.110, 0.446, -1.167)  0.018
F (-0.444, -2.626, -1.412)  0.042
F (0.410, -1.496, -3.103)  0.029
H (0.010, 0.294, 3.531)  -0.003
H (2.540, 0.732, 3.195)  0.016
H (-1.462, -0.002, 1.575)  0.003
H (3.447, 1.194, 1.237)  0.000
H (-2.120, 0.870, -2.460)  -0.002
H (-3.463, 0.469, -1.285)  0.006
H (-2.984, -0.771, -2.472)  -0.001